No. 1
Computed, not measured: the molecule C3H4NOP in a non-equilibrium geometry, with ωB97M-V with the def2-TZVPD basis set.

Atoms and positions in Å:
C1 -0.50078 -1.07971 -0.15464
C2 -1.53023 1.04926 0.02480
C3 0.43758 -0.06384 -0.18207
N1 1.80055 -0.15899 -0.11053
O1 -0.06368 1.18541 -0.14625
P1 -2.16739 -0.51184 0.02248
H1 -0.26006 -2.05914 -0.25314
H2 -2.03980 2.03499 0.25795
H3 1.95905 -1.02150 0.41492
H4 2.36475 0.62535 0.12648

As for the total energy: -16000.6947 eV. The HOMO energy comes out at -8.00 eV. The calculation puts the HOMO-LUMO gap at 8.873 eV. The value obtained for the energy above the lowest of the compared OMol25 structures with the same formula, charge and spin is 30.7 kJ/mol. The calculation puts the LUMO energy at 0.87 eV.

=====

No. 2
Computed, not measured: a cluster of 2 separate species, C6H12N in total in a non-equilibrium geometry, with ωB97M-V with the def2-TZVPD basis set.

Atoms and positions in Å:
C1 2.07707 -0.06846 -0.17950
C2 2.25559 1.12298 0.12089
C3 0.99462 -0.55450 -1.25267
C4 -0.95232 -0.09441 0.10819
C5 -1.84301 -1.32463 -0.02751
C6 -1.48087 0.70621 1.28831
N1 -0.08742 0.34693 -0.75792
H1 2.82211 -0.92942 0.06605
H2 3.14447 1.63052 0.56418
H3 1.44549 -0.30843 -2.29833
H4 0.65894 -1.57316 -1.03850
H5 -2.50882 -1.57178 0.85414
H6 -1.13774 -2.25793 -0.05476
H7 -2.43833 -1.22450 -0.80011
H8 -2.53450 1.21459 1.17914
H9 -0.79301 1.40211 1.69924
H10 -1.66772 -0.15546 1.94543
H11 1.74950 2.28035 -0.71870
H12 0.29596 1.35896 -0.69759

As for the total energy: -7895.2092 eV. The HOMO energy comes out at -14.88 eV. Its total charge is +1. The calculation puts the HOMO-LUMO gap at 10.395 eV. The value obtained for the energy above the lowest of the compared OMol25 structures with the same formula, charge and spin is 468.2 kJ/mol. The calculation puts the LUMO energy at -4.48 eV.

=====

No. 3
Computed, not measured: a cluster of 5 separate species, C30H75N5 in total in a non-equilibrium geometry, with ωB97M-V with the def2-TZVPD basis set.

Atoms and positions in Å:
C1 -2.27628 5.37210 -5.86849
C2 -1.77695 3.98562 -5.34709
N1 -2.82081 3.08924 -5.00557
C3 -2.36826 2.01891 -4.17079
C4 -1.83607 2.49161 -2.84066
C5 -3.71985 2.56243 -6.06547
C6 -4.93676 1.91107 -5.58201
H1 -1.90840 6.20741 -5.27265
H2 -3.35919 5.41026 -5.75042
H3 -1.96557 5.70150 -6.85998
H4 -1.04524 3.57037 -6.04011
H5 -1.13017 4.25899 -4.51340
H6 -3.19388 1.34326 -3.94731
H7 -1.68845 1.34772 -4.69564
H8 -1.05806 3.25499 -2.83423
H9 -2.53344 3.00225 -2.17656
H10 -1.50472 1.65494 -2.22560
H11 -3.31806 1.84342 -6.77939
H12 -4.17496 3.44005 -6.52457
H13 -5.43876 2.50606 -4.81906
H14 -4.71361 0.92161 -5.18291
H15 -5.61797 1.73299 -6.41407
C7 2.63137 -3.41200 -0.48184
C8 3.14734 -4.55214 0.45489
N2 2.56453 -5.83103 0.10081
C9 3.28857 -6.95598 -0.41786
C10 4.33101 -6.59555 -1.46816
C11 1.37659 -6.15654 0.90670
C12 0.27960 -5.15612 0.77745
H16 3.23816 -3.23929 -1.37070
H17 2.75310 -2.46723 0.04797
H18 1.60074 -3.60265 -0.78110
H19 4.23079 -4.62302 0.35892
H20 2.84227 -4.26600 1.46145
H21 3.71024 -7.42839 0.46934
H22 2.50069 -7.60042 -0.80780
H23 3.75150 -6.01920 -2.18933
H24 5.18452 -5.99373 -1.15599
H25 4.60553 -7.49404 -2.02084
H26 1.61950 -6.16094 1.96928
H27 1.05769 -7.10219 0.46836
H28 -0.60948 -5.57004 1.25317
H29 0.13355 -5.03230 -0.29559
H30 0.52035 -4.18734 1.21517
C13 -1.86570 0.96574 3.23788
C14 -0.72431 -0.04473 3.13857
N3 0.25841 0.14912 2.10419
C15 -0.27307 0.44886 0.74613
C16 -1.08727 -0.68321 0.09633
C17 1.26415 -0.90952 2.03021
C18 2.16322 -0.64965 3.33851
H31 -1.58892 2.00700 3.07277
H32 -2.38855 0.69182 4.15423
H33 -2.66311 0.86991 2.50095
H34 -0.27716 -0.07175 4.13226
H35 -1.23658 -0.99785 3.00728
H36 -0.84947 1.37180 0.80968
H37 0.55967 0.74029 0.10605
H38 -1.59085 -0.49087 -0.85105
H39 -0.55071 -1.62804 0.00978
H40 -1.87974 -0.87924 0.81860
H41 1.89355 -0.81112 1.14575
H42 0.81060 -1.88061 2.22863
H43 2.43914 0.36723 3.61767
H44 3.08092 -1.23722 3.31254
H45 1.77143 -0.91529 4.32037
C19 -5.88927 1.83675 2.55774
C20 -5.84579 0.39975 1.98769
N4 -5.68564 0.47638 0.46742
C21 -6.87779 1.19454 -0.03116
C22 -6.55635 2.63317 -0.52781
C23 -5.42997 -0.84237 0.01421
C24 -5.15801 -0.76002 -1.50690
H46 -5.03767 2.43970 2.24258
H47 -5.89102 1.81218 3.64746
H48 -6.75750 2.46135 2.34759
H49 -4.95120 -0.13361 2.30916
H50 -6.61589 -0.22194 2.44435
H51 -7.68017 1.22210 0.70608
H52 -7.28373 0.78757 -0.95728
H53 -7.42804 3.13502 -0.94782
H54 -5.79132 2.49968 -1.29266
H55 -6.26729 3.33737 0.25235
H56 -4.59069 -1.33874 0.50137
H57 -6.31696 -1.47543 0.03807
H58 -5.97416 -0.56228 -2.20180
H59 -4.37953 -0.02669 -1.71739
H60 -4.73618 -1.68711 -1.89505
C25 7.52660 3.07613 4.07759
C26 7.43890 1.72865 3.41228
N5 6.71740 1.86155 2.12188
C27 6.30671 0.48909 1.71933
C28 7.50954 -0.32096 1.22372
C29 5.73836 2.89407 1.77757
C30 4.29842 2.62984 2.49846
H61 6.52988 3.47190 4.27261
H62 8.16950 3.81751 3.60312
H63 7.92961 2.81427 5.05591
H64 8.35011 1.14281 3.53302
H65 6.76128 1.35344 4.17919
H66 5.64655 -0.05726 2.39297
H67 5.59136 0.52209 0.89758
H68 8.15810 0.12031 0.46692
H69 8.27834 -0.49795 1.97587
H70 7.22481 -1.35854 1.04919
H71 5.57915 2.95567 0.70102
H72 6.12383 3.90952 1.86914
H73 3.62051 1.90113 2.05402
H74 3.66595 3.51754 2.50640
H75 4.34135 2.24815 3.51854

The multiplicity is 2. As for the total energy: -39763.9809 eV. The HOMO energy (alpha / beta) comes out at -9.64 / -9.64 eV. Its total charge is +1. The calculation puts the HOMO-LUMO gap (alpha / beta) at 7.135 / 2.910 eV. The value obtained for the energy above the lowest of the compared OMol25 structures with the same formula, charge and spin is 105.6 kJ/mol. The calculation puts the LUMO energy (alpha / beta) at -2.50 / -6.73 eV.

=====

Which value of energy above the lowest of the compared OMol25 structures with the same formula, charge and spin does entry 1 give?
30.7 kJ/mol

=====

Look up the energy above the lowest of the compared OMol25 structures with the same formula, charge and spin of the second one.
468.2 kJ/mol

=====

Among the records above, which one has the lowest energy above the lowest of the compared OMol25 structures with the same formula, charge and spin?
C3H4NOP